<i>
2 unconnected molecules or ions with the total composition C2H4Cl2N2. Source: the OMol25 dataset; level of theory: ωB97M-V/def2-TZVPD.

Element x y z (Å)
C -0.182 0.087 1.252
C -1.383 0.480 0.873
N 1.027 -0.448 -1.658
N 0.719 -0.588 1.638
Cl -2.783 0.397 2.077
Cl 0.653 0.171 -3.330
H 1.946 -0.776 -1.612
H -1.689 0.766 -0.091
H 1.490 0.044 1.768
H 0.203 -0.134 -0.918

Summary:
- multiplicity = 1
- net charge = 0
- HOMO (eV) = -9.4
- orbital gap (eV) = 8.992
- E_LUMO (eV) = -0.411
- molecular weight (g mol⁻¹) = 126.97
- SMILES = N=C=CCl.NCl

Here are the Mulliken charges for atoms 1 to 6, given in e: C 0.365; C -0.497; N -0.412; N -0.390; Cl -0.183; Cl -0.126

---

<ii>
A molecular structure, C2H4Cl2N2. Source: the OMol25 dataset; level of theory: ωB97M-V/def2-TZVPD.

Element x y z (Å)
C 0.254 0.055 0.332
C -0.261 0.476 -1.163
H 0.581 -1.282 1.934
H -0.926 -1.583 0.527
H 1.217 1.055 1.776
H 0.064 1.530 -1.484
N -0.191 -1.041 0.925
N 0.970 1.070 0.810
Cl -1.971 0.619 -1.513
Cl 0.264 -0.899 -2.145

Summary:
- multiplicity = 1
- net charge = 0
- HOMO (eV) = -9.5
- orbital gap (eV) = 9.808
- E_LUMO (eV) = 0.294
- molecular weight (g mol⁻¹) = 126.97

Here are the Mulliken charges for atoms 1 to 6, given in e: C 0.515; C -0.100; H 0.341; H 0.228; H 0.197; H 0.300

---

Stability verdict: <ii>, ahead by 212.6 kJ/mol

---

<i>
C5H10O4 in the gas phase. Source: the OMol25 dataset; level of theory: ωB97M-V/def2-TZVPD.

Element x y z (Å)
C 0.273 -0.293 -0.069
C -0.321 1.313 0.325
C 1.794 -0.239 -0.051
C -0.304 -0.670 -1.426
C -0.253 -1.109 1.045
O -0.023 2.118 -0.763
O -1.630 1.311 0.629
O -1.674 -1.259 0.906
O 0.253 -1.321 2.112
H 0.531 2.864 -0.489
H -2.082 0.397 0.319
H -2.000 -1.712 1.700
H 0.260 1.574 1.219
H 2.224 -1.094 -0.573
H -0.047 0.104 -2.147
H 2.150 -0.258 0.982
H 2.127 0.660 -0.562
H -1.386 -0.765 -1.395
H 0.107 -1.622 -1.762

Summary:
- multiplicity = 1
- net charge = 0
- HOMO (eV) = -10.1
- orbital gap (eV) = 10.661
- E_LUMO (eV) = 0.593
- molecular weight (g mol⁻¹) = 134.13
- SMILES = CC(C)(C(=O)O)C(O)O

Here are the Mulliken charges for atoms 1 to 6, given in e: C 1.330; C -0.149; C -1.642; C -1.537; C 0.330; O -0.532

---

<ii>
3 unconnected molecules or ions with the total composition C5H10O4. Source: the OMol25 dataset; level of theory: ωB97M-V/def2-TZVPD.

Element x y z (Å)
C 1.596 0.180 0.790
C 0.234 -0.013 0.222
C 0.516 -0.625 -1.186
C -0.590 1.526 -0.031
C -0.575 -1.045 0.809
H 1.402 0.960 1.611
H 1.863 -0.909 1.246
H 2.712 0.286 -0.210
H 1.112 -1.655 -0.983
H 1.217 0.179 -1.607
H -1.021 -2.039 -2.018
H -0.208 2.369 0.862
H 0.066 2.074 -0.881
H -2.010 0.787 -0.989
H -1.715 0.431 2.070
O -0.804 -0.749 -1.942
O -1.842 1.254 -0.061
O -1.480 -0.675 1.899
O -0.471 -2.335 0.400

Summary:
- multiplicity = 1
- net charge = 0
- HOMO (eV) = -9.9
- orbital gap (eV) = 10.119
- E_LUMO (eV) = 0.182
- molecular weight (g mol⁻¹) = 134.13

Here are the Mulliken charges for atoms 1 to 6, given in e: C -1.330; C 1.188; C -0.819; C -0.527; C 0.367; H 0.310

---

Stability verdict: <i>, ahead by 728.3 kJ/mol